one | Molecular formula: C7H12P2
Method: DFT, the ωB97M-V functional and the def2-TZVPD basis

## Properties
Frontier orbital gap ... 9.663 eV
Molar mass ... 158.1 g mol⁻¹
HOMO ... -9.19 eV

Cartesian coordinates (Å):
C -0.151 0.744 0.886
H 0.023 1.051 1.876
H -0.670 2.752 0.287
C 1.732 -0.439 0.236
H 2.224 -0.475 1.144
H -2.152 1.643 0.708
H 0.264 -4.566 2.592
C -1.208 1.200 -1.251
C -1.189 1.677 0.266
H 1.535 1.625 -0.010
H -1.595 2.013 -1.909
C -2.107 0.077 -1.400
H 0.887 1.558 -2.049
P 1.803 -1.807 -0.696
H -0.250 -4.374 3.146
H 2.360 -2.594 0.356
H -0.553 -0.246 0.993
C 0.965 0.815 -0.122
H 0.515 -0.168 -2.016
P -2.744 -1.346 -1.502
C 0.310 0.860 -1.535

=====

two | Molecular formula: C7H12P2
Method: DFT, the ωB97M-V functional and the def2-TZVPD basis

## Properties
Frontier orbital gap ... 7.726 eV
Molar mass ... 158.1 g mol⁻¹
HOMO ... -8.27 eV
Structure (SMILES) ... CCC#C/C(P)=P/CC

Cartesian coordinates (Å):
C 0.027 0.857 -0.282
P -1.898 -0.275 1.286
H 1.579 4.316 -0.260
C 0.116 1.946 -0.917
H -0.388 3.433 -2.218
H -1.462 -3.336 0.440
P 0.847 -1.622 0.400
C -0.721 -3.831 1.011
H 0.943 -3.313 2.274
C -0.278 -0.329 0.362
H -2.864 0.068 0.399
C 0.671 4.497 -0.856
H -0.489 -2.307 2.483
H -0.072 -4.199 0.128
H -0.196 4.669 -0.177
C 0.099 -2.802 1.691
H -1.204 -4.554 1.776
H 1.312 3.042 -2.305
C 0.460 3.171 -1.627
H -1.774 0.983 1.709
H 0.700 5.181 -1.713

=====

Quick ranking, most stable first: two, one.